Record 1
A cluster of 4 separate species, C2H13N3O3 in total, computed with ωB97M-V with the def2-TZVPD basis set.

Strongest force on any atom, eV/Å: 1.9
Multiplicity: 1
E_tot, Eh: -473.9724
Gap between HOMO and LUMO, eV: 9.656
HOMO, eV: -9.188
SMILES: [H]/N=C(\N)NC.O.O.O
Relative energy (zero: lowest compared OMol25 entry of this formula, charge and spin), kcal/mol: 17.5

Geometry (Å):
H 2.5395 -0.5655 1.3756
N 1.5579 -0.4598 1.5870
C 0.8545 -1.5018 1.4132
N 1.2601 -2.6577 0.7549
N -0.4809 -1.5338 1.7741
C -0.9986 -0.3669 2.4470
H 0.6621 -3.4678 0.8778
H 2.1618 -3.0496 0.9168
H -1.0597 -1.9166 1.0412
H -0.5200 -0.3070 3.4278
H -0.7457 0.5772 1.9663
H -2.0678 -0.4097 2.6267
O 1.6671 1.8085 -1.8638
H 1.3456 1.8573 -2.7712
H 1.9523 0.8871 -1.8421
O -2.6650 1.1603 -5.5496
H -1.9811 1.3524 -4.8982
H -3.4637 1.0977 -5.0136
O -0.2923 2.3947 0.4662
H -0.1729 3.3058 0.7012
H 0.4468 1.7953 0.5627

Forces on atoms 1 to 6 (eV/Å):
0.09 -0.27 -0.19
0.03 0.52 0.64
0.08 -0.04 -0.45
-0.61 -1.31 -0.31
-0.04 -0.17 -0.26
0.34 0.72 0.75



Record 2
A cluster of 2 separate species, C5H11NOS in total, computed with ωB97M-V with the def2-TZVPD basis set.

Strongest force on any atom, eV/Å: 2.5
Multiplicity: 1
E_tot, Eh: -725.0634
Gap between HOMO and LUMO, eV: 5.260
HOMO, eV: -7.407
Relative energy (zero: lowest compared OMol25 entry of this formula, charge and spin), kcal/mol: 164.1

Geometry (Å):
O -2.7420 0.9691 -0.0101
C -2.2357 -0.0836 -0.5069
C -1.0197 -0.7485 0.1371
C -0.4399 0.0040 1.2737
C 0.9848 -0.3985 1.3424
S 2.0696 -0.7058 0.0564
C 2.1034 0.9706 -0.7729
N -0.8949 -0.0220 -1.1675
H -2.8925 -0.8719 -0.9189
H -1.1609 -1.8151 0.3021
H -1.0441 -0.2917 2.1375
H -0.6094 1.0800 1.1118
H 1.2715 -1.0298 2.1749
H -1.3194 2.9351 -0.9840
H 1.8333 1.6265 0.0538
H 1.3761 1.1290 -1.5622
H 3.1004 1.2529 -1.1098
H -0.7443 3.4062 -1.0148
H -0.6740 -0.7324 -1.8665

Forces on atoms 1 to 6 (eV/Å):
0.26 -0.36 -0.52
-2.10 1.39 -0.06
1.12 0.35 -0.45
-0.09 1.18 0.71
-0.79 -1.86 -0.88
0.26 1.90 -0.02



Record 3
A structure of composition C3H3O2Rb, computed with ωB97M-V with the def2-TZVPD basis set.

Strongest force on any atom, eV/Å: 6.1
Multiplicity: 2
E_tot, Eh: -290.3552
Gap between HOMO and LUMO (alpha / beta), eV: 7.292 / 8.143
HOMO (alpha / beta), eV: -11.519 / -12.367
Total charge: +1
Relative energy (zero: lowest compared OMol25 entry of this formula, charge and spin), kcal/mol: 28.2

Geometry (Å):
C -1.8400 -0.7132 -0.7297
C -1.1096 -1.2132 0.2921
H -2.0514 -0.9775 -1.7661
H -0.4252 -2.0576 0.1225
H -1.3489 -0.9738 1.3348
O -0.0765 1.2439 -1.0963
C 0.7050 1.0043 -0.2245
Rb 4.4612 2.4119 1.7048
O 1.6854 1.2752 0.3625

Forces on atoms 1 to 6 (eV/Å):
0.91 -1.71 2.03
-1.71 0.22 -1.63
0.35 0.37 0.23
-0.17 0.28 0.03
0.30 0.24 -0.36
1.62 -1.70 2.83



Record 4
A structure of composition C28H28FeN2Si, computed with ωB97M-V with the def2-TZVPD basis set.

Strongest force on any atom, eV/Å: 2.8
Multiplicity: 6
E_tot, Eh: -2746.1761
Gap between HOMO and LUMO (alpha / beta), eV: 6.080 / 6.084
HOMO (alpha / beta), eV: -10.167 / -10.960
Total charge: +1
Relative energy (zero: lowest compared OMol25 entry of this formula, charge and spin), kcal/mol: 0.0

Geometry (Å):
C 0.8146 2.5322 2.8418
C 1.0691 2.7356 1.4447
C -0.2289 2.8982 0.7837
H 2.0516 2.8497 0.9758
C -1.2597 2.6872 1.7955
C -0.5879 2.5047 3.0555
H -1.1030 2.4871 4.0203
H 1.5684 2.5298 3.6400
H -0.4124 3.2123 -0.2479
H -2.3298 2.7892 1.6193
Fe -0.0298 0.8323 1.3627
C -0.7946 -3.6615 -0.7099
H -1.6304 -2.9728 -0.5523
H -0.7558 -4.4346 0.0904
H 0.1756 -3.1471 -0.7647
Si 0.4461 0.6806 -1.4578
C 1.6805 -0.0873 -2.7622
C 2.7243 0.7641 -3.1917
H 2.8151 1.7725 -2.7785
C 3.6089 0.3476 -4.1936
H 4.3955 1.0180 -4.5504
C 3.4669 -0.9138 -4.7904
H 4.1538 -1.2476 -5.5739
C 2.4394 -1.7687 -4.3580
H 2.3104 -2.7413 -4.8410
C 1.5536 -1.3655 -3.3417
H 0.7311 -2.0063 -3.0138
C -0.8809 1.2035 -2.7298
C -0.7120 1.1719 -4.1349
H 0.1999 0.7998 -4.5979
C -1.7580 1.5006 -5.0070
H -1.6158 1.4675 -6.0977
C -3.0035 1.8312 -4.4891
H -3.8576 1.9936 -5.1627
C -3.2084 1.8374 -3.1056
H -4.1932 2.0849 -2.7052
C -2.1718 1.4735 -2.2412
H -2.4005 1.3132 -1.1857
H 1.2231 1.9493 -1.2047
H -0.9443 -4.2513 -1.5923
C -3.6105 -0.7087 3.2144
C -3.1314 -1.5920 4.1970
C -1.7509 -1.7915 4.2983
C -0.9038 -1.0802 3.4413
N -1.3776 -0.2422 2.4483
C -2.7158 -0.0394 2.3841
C 0.5431 -1.1511 3.4653
C 1.2899 -1.9702 4.3288
C 2.6890 -1.9482 4.2491
C 3.2863 -1.1154 3.2936
C 2.4993 -0.2980 2.4834
N 1.1411 -0.3581 2.5058
H -4.6744 -0.5084 3.1002
H -3.8152 -2.1575 4.8280
H -1.3132 -2.5264 4.9810
H -3.0667 0.7049 1.6619
H 0.7572 -2.6442 5.0016
H 3.2845 -2.6082 4.8850
H 4.3691 -1.0608 3.1915
H 2.9503 0.4261 1.7931

Forces on atoms 1 to 6 (eV/Å):
-0.36 0.78 -0.19
-1.05 0.63 0.09
-0.10 0.20 0.98
-0.55 -0.06 0.17
1.66 0.88 -0.25
-0.22 0.73 -0.56



Record 5
An isolated molecule of C9H19NOS, computed with ωB97M-V with the def2-TZVPD basis set.

Strongest force on any atom, eV/Å: 5.5
Multiplicity: 1
E_tot, Eh: -882.3693
Gap between HOMO and LUMO, eV: 9.255
HOMO, eV: -8.475
Relative energy (zero: lowest compared OMol25 entry of this formula, charge and spin), kcal/mol: 80.9

Geometry (Å):
C -0.4647 2.0116 -0.3150
C -0.2508 1.4788 1.0737
C -1.7961 2.2986 -0.9733
C -1.4934 1.1299 1.9163
C 1.0453 1.7701 1.8916
C -0.4651 -1.6350 -1.6119
C 1.9026 -2.5315 -1.3533
C 0.3532 -2.1212 0.7286
C 0.7492 -1.7607 -0.6946
N -0.1167 0.6041 -0.0804
O 1.7519 0.3704 -1.9021
S 1.4784 0.0001 -0.5016
H 0.3544 2.6714 -0.6886
H -2.4065 2.8350 -0.1921
H -2.3521 1.3190 -1.0042
H -1.7265 2.6119 -2.0510
H -1.1998 1.5505 2.9030
H -1.6126 -0.0523 1.9544
H -2.2780 1.6947 1.5768
H 1.2634 0.8829 2.3239
H 0.8086 2.4978 2.5633
H 1.6735 2.2028 1.1829
H -1.0508 -0.8304 -1.2253
H -0.1296 -1.3653 -2.5335
H -0.9115 -2.5667 -1.4827
H 2.6829 -2.7523 -0.5833
H 2.2085 -2.0725 -2.1986
H 1.5089 -3.6003 -1.8439
H -0.6342 -1.7115 0.8245
H 0.1236 -3.2222 0.8126
H 0.9841 -1.7077 1.4841

Forces on atoms 1 to 6 (eV/Å):
1.58 0.67 -0.47
-0.56 -0.28 0.37
-1.08 -1.73 0.89
3.54 -2.29 1.45
-3.43 0.77 -3.38
1.22 0.40 2.89